{"formula": "C38H67BN5O6S", "method": "wB97M-V/def2-TZVPD", "lumo_energy_ev": -2.36, "total_charge": 1, "orbital_gap_ha": 0.322, "e_tot_ev": -71731.5113, "species": ["S", "O", "O", "O", "O", "O", "O", "N", "N", "N", "N", "N", "C", "C", "C", "C", "C", "C", "C", "C", "C", "C", "C", "C", "C", "C", "C", "C", "C", "C", "C", "C", "C", "C", "C", "C", "C", "C", "C", "C", "C", "C", "C", "C", "C", "C", "C", "C", "C", "C", "B", "H", "H", "H", "H", "H", "H", "H", "H", "H", "H", "H", "H", "H", "H", "H", "H", "H", "H", "H", "H", "H", "H", "H", "H", "H", "H", "H", "H", "H", "H", "H", "H", "H", "H", "H", "H", "H", "H", "H", "H", "H", "H", "H", "H", "H", "H", "H", "H", "H", "H", "H", "H", "H", "H", "H", "H", "H", "H", "H", "H", "H", "H", "H", "H", "H", "H", "H"], "positions_angstrom": [[0.597, 0.664, 5.132], [-1.204, 4.198, -3.515], [5.737, -0.935, -4.222], [-0.814, 5.281, -1.581], [0.103, -2.237, -5.151], [-1.494, -4.537, -1.189], [6.361, -2.103, -2.409], [-0.982, 1.226, 9.158], [-1.263, -0.896, -1.205], [-3.700, -6.111, 0.172], [3.427, 6.154, -2.477], [1.437, -1.008, -0.332], [1.742, 8.229, -0.237], [-1.385, 2.751, -0.242], [0.744, 1.339, 2.438], [1.226, -3.461, -0.197], [0.674, 1.586, -2.724], [-1.286, 4.358, -2.192], [-0.783, -2.613, -2.937], [1.107, 4.926, -3.960], [-0.519, -1.571, -4.044], [-4.770, -8.070, -1.179], [3.442, -2.358, -1.826], [1.455, -3.473, 1.128], [1.246, 0.968, 1.034], [1.098, 0.477, 10.546], [-5.972, -7.613, -2.014], [-0.067, 0.895, 9.767], [-7.137, -7.127, -1.161], [-0.377, 5.166, -4.199], [2.298, 1.412, 10.357], [-1.787, -3.138, 0.897], [0.469, -0.185, 0.364], [-0.526, -2.188, -1.472], [0.220, 0.996, -1.787], [-3.345, -3.226, 0.899], [3.107, 6.541, -1.445], [-0.501, 0.323, -0.716], [5.528, -1.452, -2.958], [2.680, 7.022, -0.133], [-1.802, -0.886, -4.548], [2.848, 1.399, 8.935], [0.990, -2.210, -1.042], [1.959, -2.339, -2.256], [1.156, 0.274, 3.457], [-4.167, -6.972, -0.429], [4.220, -1.093, -2.302], [2.422, 9.458, -0.828], [-2.073, 3.258, -1.524], [-1.580, 1.246, -0.055], [-1.284, -3.342, -0.588], [-6.298, -8.456, -2.625], [-1.664, 0.949, 0.989], [-0.270, -3.539, -3.163], [-3.069, 3.643, -1.303], [1.662, 5.835, -4.159], [-0.350, 3.073, -0.182], [-2.008, -5.133, -0.615], [-3.698, -3.731, 1.794], [1.366, -0.543, 10.264], [-3.808, -2.234, 0.883], [3.082, 1.101, 11.049], [4.501, -0.514, -1.419], [-1.623, -0.566, -5.573], [-0.676, 6.180, -3.942], [-1.432, -3.983, 1.485], [0.831, -0.718, 3.140], [-1.993, 0.028, -3.975], [-1.514, -2.187, 1.352], [2.017, 2.430, 10.632], [2.277, 0.633, 1.171], [-4.005, -8.501, -1.827], [1.020, -4.189, 1.815], [3.297, 9.744, -0.240], [-6.866, -6.243, -0.580], [3.727, 2.040, 8.864], [3.926, -3.210, -2.300], [-0.326, 1.545, 2.461], [-0.069, -0.711, 1.164], [1.307, 1.836, 0.380], [5.298, -1.520, -4.854], [-1.897, 3.229, 0.594], [-5.664, -6.824, -2.702], [1.811, -1.473, -2.894], [2.244, 0.282, 3.513], [1.444, 4.138, -4.636], [3.141, 0.391, 8.637], [1.736, 10.304, -0.839], [-1.984, -1.041, -0.492], [3.562, 7.275, 0.458], [-2.546, 1.006, -0.516], [1.261, -4.407, -0.738], [0.813, 0.450, 11.599], [1.288, 4.616, -2.935], [-1.851, -2.851, -2.977], [2.746, 9.280, -1.854], [1.246, 2.265, 2.725], [0.176, -0.782, -3.773], [-5.069, -8.852, -0.479], [-0.598, 5.026, -5.255], [0.870, 7.963, -0.838], [-0.728, 0.550, 4.971], [1.279, 1.956, -3.522], [-1.793, -0.586, -2.026], [2.110, 1.766, 8.220], [3.583, -2.427, -0.751], [-2.202, 2.445, -2.241], [1.765, -3.258, -2.806], [-3.727, -3.756, 0.034], [2.275, -1.165, 0.202], [2.173, 6.205, 0.385], [-7.985, -6.861, -1.791], [2.106, -2.724, 1.575], [-2.659, -1.559, -4.533], [-7.466, -7.902, -0.467], [1.377, 8.464, 0.764], [3.613, -0.431, -2.914], [-0.565, -2.773, -5.593]], "forces_ev_per_angstrom": [[0.21, -0.07, 0.36], [0.11, 0.01, 0.06], [-0.12, -0.21, 0.10], [0.21, 0.06, 0.01], [0.09, 0.11, 0.17], [-0.16, 0.26, 0.03], [0.14, -0.11, 0.09], [0.02, 0.03, -0.07], [0.04, 0.64, -0.09], [0.20, -0.25, -0.20], [0.15, 0.09, 0.10], [-0.87, 0.11, -0.27], [0.01, 0.23, -0.07], [-0.78, 0.24, 0.48], [0.55, 0.11, -0.26], [-0.25, -0.19, 0.52], [0.67, -0.24, -0.10], [-0.30, 0.10, 0.16], [-0.49, 1.21, 0.26], [-0.65, -0.29, -0.22], [-0.28, -0.51, -1.03], [-0.10, -0.10, -0.28], [0.18, 0.64, -0.72], [0.17, 0.44, -0.34], [-0.21, -0.11, 0.38], [0.16, 0.09, 0.19], [-0.23, 0.09, 0.06], [-0.02, -0.10, -0.01], [0.04, 0.02, -0.03], [0.28, 0.20, -0.46], [0.14, 0.03, -0.17], [-1.15, 0.17, -0.68], [1.19, 0.19, -0.26], [-0.13, -1.63, -0.14], [-0.61, -0.37, -0.25], [0.01, 0.55, 0.06], [0.10, -0.07, 0.06], [-0.25, 0.67, 1.43], [0.02, 0.12, -0.09], [-0.22, 0.07, 0.15], [0.52, 0.09, 0.20], [-0.04, 0.04, 0.03], [2.37, 0.02, -0.35], [0.03, 0.15, 0.46], [-0.50, 0.42, -0.27], [-0.01, -0.11, 0.16], [-0.12, 0.07, 0.51], [-0.04, -0.04, -0.01], [0.32, -0.36, -0.35], [0.01, -0.25, -0.69], [0.70, -0.19, 0.67], [0.08, -0.04, 0.00], [0.04, 0.09, 0.06], [0.16, 0.02, 0.12], [0.01, 0.05, 0.05], [0.14, -0.05, 0.00], [0.08, -0.11, -0.12], [-0.03, -0.12, -0.12], [-0.13, -0.03, -0.05], [-0.05, 0.00, -0.07], [0.09, 0.06, 0.05], [-0.06, -0.03, 0.05], [0.00, 0.11, -0.06], [-0.06, 0.11, 0.00], [-0.09, -0.08, 0.32], [0.30, 0.19, 0.13], [0.04, -0.09, 0.16], [-0.31, -0.05, 0.02], [0.36, -0.21, 0.29], [-0.05, -0.02, 0.05], [0.04, -0.02, -0.16], [0.08, 0.04, 0.06], [1.05, -0.92, -0.28], [0.01, 0.00, -0.01], [0.01, -0.02, 0.02], [0.01, -0.01, -0.02], [-0.01, -0.21, 0.32], [-0.05, -0.10, 0.08], [-0.35, -0.07, -0.23], [-0.05, -0.01, -0.05], [0.02, 0.18, -0.17], [0.21, 0.06, 0.10], [0.07, -0.03, -0.01], [-0.08, -0.16, -0.22], [0.02, -0.18, 0.10], [0.20, 0.03, 0.04], [-0.01, 0.00, -0.01], [0.01, 0.01, -0.01], [0.17, -0.22, 0.13], [0.05, 0.00, -0.07], [-0.05, -0.01, 0.07], [-1.32, -0.10, 0.08], [-0.08, 0.00, -0.02], [0.12, 0.16, 0.05], [0.03, -0.18, -0.11], [0.03, -0.02, 0.01], [-0.16, 0.09, 0.06], [0.12, -0.16, 0.23], [0.02, 0.06, 0.09], [-0.19, -0.06, 0.04], [0.00, -0.09, 0.03], [0.01, -0.05, -0.20], [-0.25, 0.27, -0.02], [0.18, -0.22, -0.20], [-0.02, -0.04, 0.00], [-0.07, -0.42, 0.02], [0.02, 0.03, -0.06], [-0.21, 0.10, -0.13], [-0.09, -0.12, 0.07], [-0.02, -0.08, 0.07], [0.03, -0.06, -0.07], [-0.01, 0.00, 0.01], [-1.08, 0.73, 0.35], [-0.09, 0.07, 0.05], [0.00, 0.00, 0.01], [0.01, -0.08, 0.02], [0.03, -0.12, -0.19], [0.04, -0.04, -0.04]], "lowdin_charge": [0.72, -0.01, 0.07, 0.11, -0.03, 0.17, 0.15, 0.14, 0.20, 0.19, 0.16, 0.07, -0.26, -0.16, -0.26, -0.10, 0.21, -0.52, -0.07, -0.09, -0.41, -0.17, -0.13, 0.07, -0.12, -0.19, -0.26, -0.24, -0.10, -0.19, -0.26, -0.13, -0.26, -0.16, -0.04, -0.11, -0.21, -0.32, -0.51, -0.19, -0.03, -0.11, -0.34, -0.11, -0.59, -0.16, -0.09, -0.11, -0.08, -0.09, -0.50, 0.11, 0.11, 0.13, 0.14, 0.06, 0.11, 0.07, 0.08, 0.12, 0.07, 0.11, 0.13, 0.09, 0.12, 0.11, 0.06, 0.07, 0.08, 0.11, 0.12, 0.12, 0.08, 0.08, 0.07, 0.07, 0.12, 0.09, 0.13, 0.11, 0.12, 0.13, 0.11, 0.10, 0.08, 0.07, 0.08, 0.07, 0.15, 0.12, 0.13, 0.14, 0.12, 0.05, 0.12, 0.07, 0.11, 0.10, 0.13, 0.12, 0.11, -0.14, 0.07, 0.16, 0.06, 0.10, 0.11, 0.12, 0.04, 0.10, 0.11, 0.08, 0.07, 0.09, 0.08, 0.11, 0.11, 0.10]}